(1)
C82H196N12O16 | wB97M-V/def2-TZVPD

CARTESIAN COORDINATES (ANGSTROEM)
C1 7.5404 -1.3947 2.1418
C2 6.0860 -1.3970 1.6296
C3 5.8290 -0.1772 0.7499
C4 6.3282 -0.3901 -0.6523
C5 5.7926 -1.7704 -1.2181
C6 6.1382 -2.9772 -0.4085
N1 5.8545 -2.7095 0.9834
O1 5.9329 -3.8623 1.7883
C7 5.2733 -4.1200 -1.0011
C8 7.5897 -3.3475 -0.6932
C9 5.0823 -1.2989 2.7987
H1 7.9399 -0.4382 2.4789
H2 8.2973 -1.7382 1.4367
H3 7.5117 -2.1146 2.9597
H4 4.8146 0.1600 0.5368
H5 6.2854 0.7247 1.1576
H6 7.4160 -0.4423 -0.6088
H7 6.0055 0.3229 -1.4110
H8 6.3185 -1.8765 -2.1669
H9 4.7381 -1.7760 -1.4941
H10 4.1989 -3.9426 -1.0503
H11 5.4459 -4.2897 -2.0639
H12 5.3495 -5.1110 -0.5537
H13 8.3395 -2.5564 -0.6948
H14 7.8961 -4.1456 -0.0170
H15 7.6757 -3.7348 -1.7085
H16 5.1830 -0.3708 3.3614
H17 5.2137 -2.0869 3.5403
H18 4.0872 -1.3726 2.3601
H19 5.0549 -4.2138 1.9530
C10 6.4580 3.4140 7.9995
C11 5.7290 2.8754 6.7727
C12 4.2472 2.8946 7.1719
C13 3.3153 2.9173 5.9879
C14 3.7947 3.9659 4.9776
C15 5.2434 3.8635 4.5069
N2 6.1094 3.7702 5.6449
O2 7.4786 3.6907 5.2671
C16 5.3059 2.6875 3.5553
C17 5.6233 5.0626 3.6922
C18 6.1546 1.4566 6.4998
H20 6.0479 3.0130 8.9264
H21 6.3462 4.4942 7.9058
H22 7.5169 3.1558 7.9831
H23 4.0522 1.9685 7.7126
H24 3.9921 3.6694 7.8948
H25 2.3173 3.1945 6.3273
H26 3.1426 1.9541 5.5078
H27 3.5811 4.8881 5.5180
H28 3.1088 4.0778 4.1380
H29 4.8310 2.8591 2.5893
H30 6.3330 2.3402 3.4434
H31 4.8369 1.7994 3.9789
H32 6.6390 5.1241 3.3016
H33 5.0500 5.2330 2.7809
H34 5.4476 5.9975 4.2244
H35 7.2277 1.2852 6.4153
H36 5.6552 0.9870 5.6523
H37 5.8853 0.8391 7.3567
H38 7.8579 4.4741 5.6722
C19 2.6787 7.0948 -3.7617
C20 1.9735 6.0013 -2.8958
C21 1.7331 4.7885 -3.8315
C22 2.9602 4.0909 -4.2384
C23 3.5579 3.5814 -2.9415
C24 3.9259 4.7541 -1.9666
N3 2.7273 5.5552 -1.7050
O3 2.8700 6.5659 -0.8540
C25 4.3616 4.0391 -0.6337
C26 5.1315 5.5677 -2.5497
C27 0.4586 6.3823 -2.5042
H39 3.4329 7.6973 -3.2555
H40 1.9183 7.7361 -4.2074
H41 3.3133 6.7698 -4.5862
H42 1.1046 4.0486 -3.3357
H43 1.3724 5.1074 -4.8094
H44 3.5576 4.7773 -4.8385
H45 2.9096 3.2498 -4.9299
H46 4.4744 3.0107 -3.0920
H47 2.8861 2.8710 -2.4597
H48 3.4399 3.6316 -0.2184
H49 5.0701 3.2372 -0.8413
H50 4.7650 4.7139 0.1213
H51 5.1570 5.8195 -3.6099
H52 5.3490 6.4407 -1.9343
H53 5.9334 4.8296 -2.5323
H54 -0.0216 5.6386 -1.8681
H55 -0.1349 6.5445 -3.4039
H56 0.4492 7.2511 -1.8461
H57 2.5999 6.1034 -0.0573
C28 2.1257 -3.0627 -6.2721
C29 2.1865 -2.5213 -4.8362
C30 3.6549 -2.2466 -4.3579
C31 4.2183 -0.9527 -4.8966
C32 3.2876 0.2118 -4.5802
C33 1.7684 0.0091 -5.0322
N4 1.2954 -1.3614 -4.6391
O4 -0.0829 -1.5933 -4.7948
C34 0.8846 1.0196 -4.2441
C35 1.7869 0.3203 -6.5006
C36 1.6698 -3.6473 -3.8699
H58 1.1356 -3.2265 -6.6975
H59 2.6695 -3.9966 -6.4138
H60 2.6574 -2.4347 -6.9870
H61 3.6078 -2.1077 -3.2779
H62 4.3751 -3.0021 -4.6720
H63 4.3304 -1.0551 -5.9760
H64 5.2175 -0.7738 -4.4995
H65 3.6107 1.0691 -5.1708
H66 3.3005 0.4366 -3.5137
H67 0.8257 1.9784 -4.7594
H68 -0.1745 0.7690 -4.3043
H69 1.1605 0.9962 -3.1899
H70 0.7778 0.3697 -6.9097
H71 2.3301 1.2222 -6.7830
H72 2.2214 -0.5319 -7.0231
H73 2.4108 -4.4406 -3.9689
H74 0.7130 -4.1440 -4.0310
H75 1.6202 -3.3125 -2.8338
H76 -0.3509 -1.5545 -3.8738
C37 -3.4621 -0.8866 4.8810
C38 -2.8544 0.1652 3.9633
C39 -3.9822 1.0460 3.4521
C40 -3.4710 2.2465 2.6915
C41 -2.6050 3.1078 3.6481
C42 -1.4151 2.3313 4.3030
N5 -1.8861 0.9817 4.7675
O5 -1.0498 0.2172 5.5987
C43 -0.2253 2.2241 3.2992
C44 -0.9798 3.1683 5.5164
C45 -2.0931 -0.6315 2.8562
H77 -4.0170 -0.4060 5.6867
H78 -2.7579 -1.5629 5.3655
H79 -4.1618 -1.4748 4.2872
H80 -4.7378 0.5443 2.8476
H81 -4.4929 1.3822 4.3544
H82 -4.3308 2.8103 2.3295
H83 -2.9168 1.9342 1.8064
H84 -3.2774 3.6041 4.3477
H85 -2.1964 3.9071 3.0298
H86 0.2735 3.1813 3.1469
H87 0.5653 1.5595 3.6476
H88 -0.5016 1.8339 2.3197
H89 -0.5483 4.0547 5.0513
H90 -1.7543 3.4584 6.2263
H91 -0.1261 2.7102 6.0158
H92 -1.3728 -1.2887 3.3434
H93 -1.6060 0.0580 2.1667
H94 -2.7316 -1.2523 2.2277
H95 -0.3852 -0.1550 5.0145
C46 -7.1917 -7.2250 2.2156
C47 -6.5321 -6.8701 0.9063
C48 -7.4228 -6.9505 -0.3484
C49 -8.3613 -5.8271 -0.6376
C50 -7.4371 -4.5731 -0.6744
C51 -6.5638 -4.3317 0.5741
N6 -5.8808 -5.5214 0.9750
O6 -5.1875 -5.3220 2.1768
C52 -5.5174 -3.2142 0.1751
C53 -7.4990 -3.8179 1.7101
C54 -5.4750 -7.9869 0.7458
H96 -8.0669 -7.8646 2.1018
H97 -7.5463 -6.3416 2.7466
H98 -6.5481 -7.6545 2.9833
H99 -6.8052 -7.1102 -1.2322
H100 -8.1204 -7.7878 -0.3300
H101 -9.0828 -5.8076 0.1792
H102 -8.9957 -6.0183 -1.5031
H103 -8.0636 -3.6845 -0.7518
H104 -6.9138 -4.5691 -1.6305
H105 -5.8534 -2.4200 -0.4916
H106 -4.9648 -2.7226 0.9758
H107 -4.6813 -3.6860 -0.3411
H108 -8.5106 -4.1969 1.5640
H109 -7.2517 -4.1253 2.7262
H110 -7.5546 -2.7294 1.7233
H111 -4.8920 -8.0527 -0.1728
H112 -5.8315 -8.9696 1.0546
H113 -4.7088 -7.8897 1.5150
H114 -4.2845 -5.4181 1.8655
C55 0.0346 -7.2982 -2.2735
O7 -0.2146 -6.4499 -1.1423
H115 0.6787 -8.0335 -1.7913
H116 -0.8951 -7.7120 -2.6639
H117 0.6700 -6.8663 -3.0466
H118 -0.8000 -5.7660 -1.4758
C56 -1.7944 3.1529 -6.1478
O8 -1.2783 4.3931 -5.7920
H119 -1.0343 2.4497 -6.4882
H120 -2.3118 2.6677 -5.3201
H121 -2.4606 3.3306 -6.9920
H122 -0.8192 4.8348 -6.5101
C57 -6.0243 0.6396 -1.0758
O9 -6.2215 2.0010 -1.4141
H123 -6.9468 0.1977 -0.6992
H124 -5.6727 0.1314 -1.9737
H125 -5.3566 0.5889 -0.2158
H126 -7.1388 1.9967 -1.6972
C58 0.9416 6.1491 2.0413
O10 2.2999 5.8584 2.2503
H127 0.3964 5.3246 1.5818
H128 0.5376 6.2718 3.0463
H129 0.8472 6.9993 1.3657
H130 2.5689 6.2173 3.0991
C59 -4.8450 5.1711 -7.5127
C60 -6.0624 5.1458 -6.5876
C61 -5.9846 3.9845 -5.5459
O11 -5.8056 2.6514 -6.0763
C62 -5.6355 1.7235 -5.0550
N7 -6.2962 6.3977 -5.8551
H131 -5.0883 5.8692 -8.3136
H132 -4.4570 4.2036 -7.8312
H133 -4.0639 5.7586 -7.0303
H134 -6.8980 4.9135 -7.2478
H135 -6.7296 4.1066 -4.7596
H136 -5.1096 4.1412 -4.9151
H137 -6.4553 1.3560 -4.4377
H138 -4.9284 2.0669 -4.3000
H139 -5.1954 0.8367 -5.5111
H140 -5.4588 6.6374 -5.3438
H141 -6.2720 7.1126 -6.5681
C63 2.7542 -1.4946 6.3031
C64 1.7325 -2.3574 5.5674
C65 0.7691 -2.9086 6.5792
O12 1.3104 -3.5268 7.6780
C66 2.1065 -4.6943 7.4299
N8 1.2364 -1.4337 4.5180
H142 2.2160 -0.6392 6.7113
H143 3.5775 -1.1924 5.6558
H144 3.0888 -2.0969 7.1477
H145 2.2658 -3.1895 5.1077
H146 0.1295 -3.6206 6.0577
H147 0.0947 -2.1739 7.0193
H148 1.5563 -5.4689 6.8958
H149 2.5327 -5.1277 8.3347
H150 2.9472 -4.3925 6.8052
H151 0.7647 -2.0293 3.8526
H152 2.0106 -1.0966 3.9638
C67 -3.2385 5.9023 0.4162
C68 -3.9049 5.0098 -0.7411
C69 -2.9790 4.4234 -1.8014
O13 -2.0337 3.5298 -1.1887
C70 -1.4028 2.7687 -2.2997
N9 -4.7055 3.9648 -0.1470
H153 -3.0383 6.8861 -0.0081
H154 -2.2795 5.5357 0.7823
H155 -3.9271 6.0116 1.2540
H156 -4.5886 5.6715 -1.2728
H157 -2.4890 5.2200 -2.3612
H158 -3.5482 3.8260 -2.5136
H159 -1.2496 3.2624 -3.2593
H160 -1.9443 1.8535 -2.5393
H161 -0.4201 2.4216 -1.9805
H162 -5.2357 3.4958 -0.8675
H163 -3.9597 3.3013 0.0068
C71 -1.8415 -4.3110 3.5655
C72 -1.6622 -4.1812 2.0318
C73 -0.1713 -4.0608 1.6104
O14 0.2454 -2.8215 2.0857
C74 1.5325 -2.4323 1.5718
N10 -2.1979 -5.4092 1.5400
H164 -2.8898 -4.4024 3.8497
H165 -1.5542 -3.3642 4.0229
H166 -1.2445 -5.1078 4.0093
H167 -2.1942 -3.3138 1.6411
H168 0.0010 -4.4132 0.5934
H169 0.3513 -4.8862 2.0939
H170 1.7424 -1.4579 2.0129
H171 1.5514 -2.3006 0.4899
H172 2.3252 -3.1100 1.8885
H173 -1.7144 -6.1181 2.0727
H174 -1.9826 -5.5726 0.5668
C75 -2.6110 -0.8224 -1.0188
C76 -1.1536 -0.6704 -1.4763
C77 -0.2636 -0.0299 -0.4249
O15 1.0698 0.0277 -0.9148
C78 2.0558 0.7013 -0.1656
N11 -0.6416 -1.9969 -1.8029
H175 -3.0537 0.1735 -1.0038
H176 -2.6306 -1.2147 -0.0021
H177 -3.2212 -1.4647 -1.6539
H178 -1.0888 -0.1276 -2.4192
H179 -0.2726 -0.6619 0.4632
H180 -0.5797 0.9944 -0.2279
H181 2.3726 0.2103 0.7546
H182 1.8394 1.7694 -0.1482
H183 3.0046 0.7016 -0.7021
H184 0.3410 -1.7805 -1.8910
H185 -0.7947 -2.4823 -0.9305
C79 -3.8052 -6.1521 -2.8453
C80 -2.7296 -5.0506 -3.1740
C81 -3.2552 -3.7929 -3.9382
O16 -4.4572 -3.1052 -3.3813
C82 -5.0865 -2.0615 -4.1397
N12 -2.1606 -4.7045 -1.8603
H186 -4.7836 -5.7531 -2.5777
H187 -3.5319 -6.8665 -2.0687
H188 -4.0265 -6.8019 -3.6920
H189 -1.9618 -5.4445 -3.8399
H190 -3.4826 -4.1050 -4.9575
H191 -2.3936 -3.1254 -3.9427
H192 -4.2975 -1.5414 -4.6829
H193 -5.8634 -1.5256 -3.5944
H194 -5.7565 -2.5925 -4.8159
H195 -3.0400 -4.4720 -1.4212
H196 -1.7959 -3.7858 -2.0681

Output
highest occupied orbital energy: -7.556 eV
total energy: -5102.1964 a.u.
total charge: 0

These are the Löwdin partial charges, in e, on atoms 1 to 6:
1 C -0.011
2 C -0.467
3 C -0.150
4 C -0.145
5 C -0.135
6 C -0.530

(2)
C21H54N5O8S | wB97M-V/def2-TZVPD

CARTESIAN COORDINATES (ANGSTROEM)
C1 -2.3736 0.5468 -4.0277
C2 -1.1171 0.1164 -3.3592
N1 -0.0278 0.6309 -3.7475
C3 -1.1692 -0.9317 -2.2741
C4 -0.8240 -0.3494 -0.9268
C5 0.6197 -0.1075 -0.6032
N2 0.5527 1.1269 0.2593
C6 -0.4908 1.7731 -0.1869
N3 -0.6455 3.0660 -0.2906
O1 0.4025 3.9039 0.1175
C7 0.8092 4.5641 -0.9392
N4 1.1880 5.1194 -1.9040
N5 -1.5145 0.9598 -0.5943
S1 -2.6393 0.8561 0.7438
H1 -3.2393 0.3769 -3.4103
H2 -2.4542 -0.0416 -4.9315
H3 -2.2916 1.5715 -4.3407
H4 0.7497 0.2046 -3.2529
H5 -0.5088 -1.7554 -2.5115
H6 -2.1763 -1.3190 -2.2175
H7 -1.2761 -1.0376 -0.2294
H8 1.1878 -0.8840 -0.1181
H9 1.1776 0.2414 -1.4595
H10 1.4121 1.6483 0.3696
H11 -1.4959 3.4727 -0.6567
H12 -3.7315 0.5006 0.0454
C8 -6.6419 -2.5722 -2.5223
C9 -5.3400 -2.5663 -3.2988
O2 -4.3073 -1.8622 -2.5923
H13 -6.9736 -1.5521 -2.3274
H14 -7.4231 -3.0943 -3.0737
H15 -6.5138 -3.0661 -1.5560
H16 -5.4641 -2.0578 -4.2524
H17 -5.0049 -3.5879 -3.4970
H18 -4.1857 -2.3137 -1.7521
C10 -0.4553 5.0003 3.3561
C11 0.3290 4.0353 4.2227
O3 -0.2099 2.7115 4.1425
H19 -1.5035 5.0214 3.6539
H20 -0.0530 6.0114 3.4257
H21 -0.4223 4.6898 2.3100
H22 0.2843 4.3293 5.2683
H23 1.3812 4.0167 3.9190
H24 -0.1694 2.4330 3.2253
C12 1.0575 -3.7026 -5.8320
C13 1.0908 -2.2227 -5.5021
O4 1.5163 -1.9932 -4.1533
H25 0.3889 -4.2304 -5.1511
H26 0.7173 -3.8672 -6.8542
H27 2.0499 -4.1457 -5.7238
H28 0.0981 -1.7855 -5.5927
H29 1.7594 -1.6905 -6.1840
H30 2.3985 -2.3610 -4.0574
C14 2.1255 3.7112 -5.3227
C15 2.8135 4.9745 -5.8060
O5 2.0428 6.1356 -5.5080
H31 1.1399 3.6164 -5.7778
H32 2.7105 2.8228 -5.5666
H33 1.9799 3.7448 -4.2396
H34 2.9388 4.9518 -6.8867
H35 3.8054 5.0713 -5.3509
H36 1.9347 6.1787 -4.5546
C16 3.7025 -0.7465 3.0010
C17 2.9665 -2.0201 2.6312
O6 2.8800 -2.1962 1.2106
H37 3.2010 0.1223 2.5679
H38 3.7463 -0.6191 4.0829
H39 4.7228 -0.7616 2.6113
H40 1.9448 -1.9883 3.0065
H41 3.4623 -2.8932 3.0629
H42 3.7754 -2.2537 0.8667
C18 -0.4333 -0.4545 6.1162
C19 0.5941 0.2075 7.0097
O7 1.7703 0.5436 6.2702
H43 -0.0222 -1.3590 5.6663
H44 -1.3328 -0.7204 6.6720
H45 -0.7101 0.2165 5.2986
H46 0.8985 -0.4618 7.8121
H47 0.1847 1.1173 7.4604
H48 1.4969 1.1491 5.5741
C20 1.2306 -4.9364 4.6892
C21 0.8772 -4.3127 6.0255
O8 -0.5336 -4.1302 6.1403
H49 0.8729 -4.3037 3.8756
H50 2.3099 -5.0639 4.5900
H51 0.7550 -5.9127 4.5749
H52 1.3382 -3.3295 6.1152
H53 1.2282 -4.9347 6.8544
H54 -0.9442 -4.9955 6.0721

Output
highest occupied orbital energy: -11.665 eV
total energy: -2105.9673 a.u.
total charge: +1

These are the Löwdin partial charges, in e, on atoms 1 to 6:
1 C -0.024
2 C -0.427
3 N 0.168
4 C -0.077
5 C -0.292
6 C -0.026

(3)
C38H48As2CuN3OP | wB97M-V/def2-TZVPD

CARTESIAN COORDINATES (ANGSTROEM)
Cu1 0.5205 0.2179 -1.1936
C1 -2.4338 0.6937 0.6863
C2 -3.5225 -0.3916 0.5134
As1 -2.7291 -2.1528 0.8576
C3 -4.1692 -3.2823 0.2889
C4 -4.9860 -2.9600 -0.7264
C5 -5.8348 -3.8893 -1.2495
C6 -5.9914 -5.1197 -0.5620
C7 -5.1617 -5.4286 0.4763
C8 -4.2406 -4.5057 0.9532
C9 -1.6769 -2.2133 -0.7860
C10 -0.3191 -2.1857 -0.4981
C11 0.6408 -2.1894 -1.5270
C12 0.2370 -1.9960 -2.8650
C13 -1.1444 -1.8500 -3.1533
C14 -2.0745 -1.9459 -2.1194
As2 -2.7741 2.4409 -0.2852
C15 -4.3159 1.9382 -1.3154
C16 -5.4941 2.4663 -0.7565
C17 -6.7004 2.1200 -1.3344
C18 -6.7705 1.3819 -2.5368
C19 -5.6055 0.8852 -3.0547
C20 -4.3827 1.1361 -2.4524
C21 -1.4326 2.4383 -1.7191
C22 -1.6782 2.6011 -3.0903
C23 -0.6320 2.6432 -4.0305
C24 0.7103 2.5324 -3.5950
C25 0.9550 2.2923 -2.2261
C26 -0.1005 2.3374 -1.3441
H1 -1.5338 0.2447 0.2560
H2 -2.3007 0.9434 1.7523
H3 -3.9500 -0.3225 -0.5083
H4 -4.4325 -0.1649 1.1851
H5 -4.9263 -2.0129 -1.1425
H6 -6.4519 -3.7217 -2.1062
H7 -6.6993 -5.8652 -0.9987
H8 -5.1846 -6.3609 0.9915
H9 -3.6427 -4.7031 1.8197
H10 0.0898 -2.1694 0.4776
H11 1.6853 -2.4103 -1.4285
H12 0.9442 -2.0156 -3.7127
H13 -1.4082 -1.6852 -4.2042
H14 -3.1023 -1.8513 -2.4086
H15 -5.6029 2.9439 0.2009
H16 -7.6153 2.3305 -0.9001
H17 -7.6722 1.1988 -3.0158
H18 -5.6992 0.2980 -4.0471
H19 -3.4712 0.7813 -2.8797
H20 -2.7168 2.6119 -3.4068
H21 -0.8963 2.8831 -5.0944
H22 1.5103 2.7051 -4.2943
H23 1.9774 2.2961 -1.8224
H24 0.2633 2.3047 -0.3439
O1 2.0016 0.7347 0.1787
P1 3.0479 0.5004 1.2068
N1 4.3372 -0.4184 0.7239
C27 4.3053 -1.7825 0.1006
C28 5.6032 -1.9108 -0.7006
C29 5.9148 -0.4453 -1.0602
C30 5.5343 0.2302 0.2393
N2 3.6972 1.9780 1.7476
C31 4.7831 2.1690 2.7526
C32 4.8785 3.7036 2.8802
C33 4.2768 4.2773 1.5871
C34 3.1887 3.2839 1.2333
N3 2.3549 -0.2190 2.5235
C35 0.9677 0.1940 2.9374
C36 0.7944 -0.4012 4.3730
C37 1.9059 -1.4537 4.3615
C38 3.0740 -0.8300 3.6293
H25 3.4577 -1.7379 -0.6466
H26 4.1143 -2.5548 0.8356
H27 5.4938 -2.6089 -1.5699
H28 6.3873 -2.4062 -0.0882
H29 5.2867 -0.1338 -1.9498
H30 7.0005 -0.2476 -1.2249
H31 5.3740 1.3245 0.1998
H32 6.2968 0.0534 1.0183
H33 5.7587 1.7874 2.3928
H34 4.4739 1.6435 3.6382
H35 5.9585 3.9538 3.0514
H36 4.3407 3.9325 3.8191
H37 4.9883 4.3426 0.7143
H38 3.8897 5.3167 1.7828
H39 3.0240 3.2206 0.1357
H40 2.2221 3.5173 1.7523
H41 0.2650 -0.3271 2.3058
H42 0.9109 1.2546 2.8338
H43 -0.2501 -0.8379 4.5774
H44 0.9278 0.3235 5.1732
H45 1.6200 -2.3943 3.9086
H46 2.2528 -1.7905 5.3331
H47 3.8525 -1.4805 3.3010
H48 3.6316 -0.0342 4.2683

Output
highest occupied orbital energy: -10.693 eV
total energy: -8169.4784 a.u.
total charge: +1

These are the Löwdin partial charges, in e, on atoms 1 to 6:
1 Cu 0.384
2 C -0.430
3 C -0.454
4 As 1.311
5 C -0.434
6 C -0.146

Calculated values (eV/A) of max |F| for the records, taken in order: 5.2 3.7 3.0.
Calculated values (eV) of lowest unoccupied orbital energy for the records, taken in order: 0.37 -3.63 -1.91.